DFT (ωB97M-V/def2-TZVPD) results for a structure of composition C18H24N9O6STc.

Summary:
- LUMO level (alpha / beta) (eV) = -3.069 / -3.103
- max |F| (Eh/bohr) = 0.0163
- energy relative to the best compared isomer or geometry (same formula, charge and spin) (kcal/mol) = 0.0
- net charge = +1
- Kohn-Sham gap (alpha / beta) (eV) = 8.2 / 7.6
- spin multiplicity = 2
- highest occupied orbital energy (alpha / beta) (Eh) = -0.41533 / -0.39312

CARTESIAN COORDINATES (ANGSTROEM)
Tc (0.173, -0.607, 0.112)
S (-1.810, 1.604, -0.014)
O (-2.495, 0.227, -8.294)
O (-0.195, -0.575, -1.884)
O (-0.005, -2.633, 0.396)
O (-0.304, -3.365, -0.627)
O (1.719, 0.426, -2.461)
O (-0.481, 0.555, -8.976)
N (-2.001, -1.222, 0.190)
N (-0.405, -0.508, 2.176)
N (1.097, 1.643, -0.024)
N (1.779, -0.950, 0.208)
N (-3.694, -1.928, 1.375)
N (-1.302, 0.353, -8.108)
N (0.478, 2.858, -0.328)
N (-1.385, 4.085, -0.815)
N (-1.860, -0.716, 3.795)
C (0.531, 0.443, -6.470)
C (-0.815, 0.246, -6.719)
C (0.604, -0.029, -2.737)
C (3.083, -2.524, -1.029)
C (0.085, 0.053, -4.140)
C (3.032, -1.672, 0.241)
C (-1.262, -0.146, -4.418)
C (0.178, -0.079, 3.341)
C (-0.866, 2.921, -0.414)
C (-1.725, -0.042, -5.718)
C (-2.906, -1.772, -0.664)
C (0.977, 0.354, -5.163)
C (4.145, -0.621, 0.243)
C (-2.485, -1.331, 1.408)
C (-1.639, -0.882, 2.479)
C (-3.973, -2.213, 0.060)
C (3.041, -2.525, 1.507)
C (-0.712, -0.209, 4.358)
H (-2.718, -0.898, 4.287)
H (2.943, -1.903, 2.399)
H (4.104, -0.006, 1.144)
H (-1.944, -0.371, -3.610)
H (-2.766, -0.181, -5.967)
H (4.026, -3.072, -1.049)
H (4.069, 0.015, -0.640)
H (3.031, -1.887, -1.912)
H (2.231, -3.251, 1.486)
H (-0.819, 4.892, -1.017)
H (-4.283, -2.158, 2.157)
H (2.019, 0.512, -4.923)
H (3.992, -3.056, 1.568)
H (2.260, -3.237, -1.050)
H (-4.886, -2.700, -0.233)
H (1.045, 3.555, -0.789)
H (1.200, 0.662, -7.289)
H (-2.716, -1.831, -1.722)
H (5.112, -1.124, 0.222)
H (-0.633, -0.001, 5.409)
H (-2.384, 4.163, -0.890)
H (1.196, 0.269, 3.377)
H (1.667, 1.346, -0.830)
H (1.676, 1.760, 0.800)

Atomic partial charges in e from the natural (NBO) method, atoms 1 to 8: number 1, Tc, carries 1.12; number 2, S, carries -0.19; number 3, O, carries -0.37; number 4, O, carries -0.68; number 5, O, carries -0.29; number 6, O, carries -0.22; number 7, O, carries -0.71; number 8, O, carries -0.36

---

DFT (ωB97M-V/def2-TZVPD) results for a structure of composition C18H25As2FIrNO.

Summary:
- LUMO level (alpha / beta) (eV) = -9.537 / -13.608
- max |F| (Eh/bohr) = 0.0740
- energy relative to the best compared isomer or geometry (same formula, charge and spin) (kcal/mol) = 0.0
- net charge = +3
- Kohn-Sham gap (alpha / beta) (eV) = 6.7 / 4.9
- spin multiplicity = 6
- highest occupied orbital energy (alpha / beta) (Eh) = -0.59818 / -0.68120

CARTESIAN COORDINATES (ANGSTROEM)
Ir (9.255, 10.496, 6.370)
As (11.543, 10.857, 6.129)
As (9.795, 9.960, 8.611)
F (6.378, 5.237, 5.481)
O (8.449, 12.256, 5.941)
N (6.574, 12.717, 4.796)
C (13.477, 9.798, 10.398)
C (12.439, 10.591, 7.883)
C (6.971, 6.455, 5.619)
C (8.291, 8.839, 5.826)
C (12.381, 9.327, 5.258)
C (7.179, 12.421, 5.964)
C (6.262, 7.481, 6.195)
C (6.362, 12.609, 7.231)
C (8.882, 7.827, 5.101)
C (11.633, 10.237, 8.949)
C (14.328, 10.065, 9.268)
C (13.808, 10.307, 7.986)
C (12.126, 9.748, 10.175)
C (8.809, 11.176, 9.985)
C (12.563, 12.367, 5.383)
C (6.969, 8.677, 6.299)
C (9.523, 8.157, 9.439)
C (8.204, 6.615, 4.955)
H (5.337, 7.391, 6.670)
H (14.486, 10.397, 7.177)
H (6.748, 11.910, 7.965)
H (9.494, 11.455, 10.807)
H (12.400, 13.297, 5.980)
H (9.944, 8.029, 10.447)
H (8.046, 10.478, 10.396)
H (9.865, 7.936, 4.600)
H (7.028, 12.708, 3.926)
H (6.512, 13.620, 7.687)
H (8.373, 12.024, 9.437)
H (8.455, 7.918, 9.470)
H (5.253, 12.566, 7.051)
H (11.630, 8.776, 4.680)
H (13.926, 9.629, 11.398)
H (15.433, 9.964, 9.356)
H (6.483, 9.491, 6.865)
H (11.360, 9.450, 10.885)
H (13.201, 9.575, 4.597)
H (12.717, 8.625, 5.989)
H (10.033, 7.461, 8.787)
H (5.661, 13.154, 4.780)
H (13.630, 12.117, 5.438)
H (12.311, 12.530, 4.332)
H (8.688, 5.808, 4.345)

Atomic partial charges in e from the natural (NBO) method, atoms 1 to 8: number 1, Ir, carries 0.72; number 2, As, carries 1.00; number 3, As, carries 0.91; number 4, F, carries -0.24; number 5, O, carries -0.68; number 6, N, carries -0.70; number 7, C, carries -0.16; number 8, C, carries -0.31

---

DFT (ωB97M-V/def2-TZVPD) results for a structure of composition C18H25BN8O3V.

Summary:
- LUMO level (alpha / beta) (eV) = -10.728 / -9.428
- max |F| (Eh/bohr) = 0.0529
- net charge = +2
- Kohn-Sham gap (alpha / beta) (eV) = 4.5 / 5.8
- spin multiplicity = 2
- highest occupied orbital energy (alpha / beta) (Eh) = -0.55975 / -0.55992

CARTESIAN COORDINATES (ANGSTROEM)
V (-0.169, -0.486, -0.879)
O (1.967, -2.238, 0.809)
O (2.437, -0.220, 4.783)
O (-0.410, 1.575, 1.347)
N (-1.690, -0.568, -3.491)
N (0.898, -0.196, 0.992)
N (2.344, -1.001, 2.671)
N (0.692, -1.307, -3.539)
N (0.110, 1.133, -3.300)
N (0.116, 1.159, -1.896)
N (0.806, -1.593, -2.164)
N (-1.887, -0.710, -2.121)
C (1.949, -0.129, 3.660)
C (2.131, -2.993, -3.351)
C (1.735, -1.200, 1.424)
C (0.384, 2.358, -3.766)
C (-1.052, -0.553, 4.031)
C (1.601, 2.304, 3.547)
C (0.378, 2.445, -1.535)
C (1.482, -2.134, -4.241)
C (1.666, -2.651, -2.079)
C (-0.324, 0.770, 4.194)
C (-3.829, -1.090, -3.203)
C (-2.846, -0.790, -4.143)
C (-3.193, -1.035, -1.956)
C (0.571, 3.220, -2.681)
C (0.912, 0.934, 3.287)
C (0.452, 0.799, 1.806)
C (-1.633, -2.115, 0.621)
C (0.709, 3.534, 3.491)
B (-0.271, -0.195, -4.009)
H (-1.956, -1.061, 0.591)
H (-2.881, -0.734, -5.220)
H (-0.269, -0.086, -5.202)
H (-0.056, 3.518, 4.275)
H (0.379, 2.710, -0.487)
H (-1.833, -0.601, 4.799)
H (2.429, 2.393, 2.825)
H (0.223, 3.609, 2.513)
H (0.026, 0.878, 5.234)
H (2.057, 2.242, 4.547)
H (-0.377, -1.405, 4.187)
H (1.331, 4.420, 3.655)
H (-0.704, -2.340, 0.051)
H (-3.608, -1.245, -0.983)
H (0.817, 4.263, -2.715)
H (1.528, -2.059, -5.318)
H (-0.996, 1.612, 3.982)
H (2.954, -1.760, 2.962)
H (-4.859, -1.333, -3.385)
H (2.850, -3.757, -3.586)
H (1.915, -3.067, -1.114)
H (-1.456, -2.397, 1.664)
H (0.435, 2.534, -4.829)
H (-1.540, -0.643, 3.052)
H (-2.442, -2.715, 0.190)

Atomic partial charges in e from the natural (NBO) method, atoms 1 to 8: number 1, V, carries 1.70; number 2, O, carries -0.62; number 3, O, carries -0.52; number 4, O, carries -0.60; number 5, N, carries -0.31; number 6, N, carries -0.73; number 7, N, carries -0.64; number 8, N, carries -0.32

---

DFT (ωB97M-V/def2-TZVPD) results for a structure of composition C18H25Br42FInO.

Summary:
- LUMO level (eV) = 0.879
- max |F| (Eh/bohr) = 0.0526
- net charge = -1
- Kohn-Sham gap (eV) = 5.8
- highest occupied orbital energy (Eh) = -0.18230

CARTESIAN COORDINATES (ANGSTROEM)
In (0.925, -0.386, 2.271)
Br (2.709, 0.204, 7.212)
Br (2.569, -6.231, 1.265)
Br (-1.706, -12.801, -1.263)
Br (3.978, -1.872, 5.100)
Br (2.202, 0.119, -9.920)
Br (-7.012, 9.438, 1.654)
Br (-9.909, 10.654, 2.369)
Br (-2.926, 2.138, -2.786)
Br (0.443, 3.826, -2.216)
Br (3.864, 4.654, 1.271)
Br (2.245, 4.072, 3.996)
Br (5.529, -5.759, 7.730)
Br (-3.919, 8.821, -3.657)
Br (-0.281, 5.239, 7.266)
Br (-0.518, -0.480, -8.298)
Br (8.237, 5.088, 1.051)
Br (-5.389, 7.879, -0.949)
Br (-2.255, 7.691, 6.578)
Br (-4.545, 1.556, -0.061)
Br (-9.050, 10.240, -0.709)
Br (3.218, 1.620, 2.145)
Br (0.104, 2.499, -9.356)
Br (6.683, 7.244, 2.874)
Br (-3.835, 5.724, -2.772)
Br (-1.037, 5.122, -4.768)
Br (1.250, 6.781, -3.217)
Br (-3.572, -0.896, -1.913)
Br (1.418, -13.244, -0.604)
Br (-1.426, 5.594, 4.275)
Br (-5.689, 1.409, -5.259)
Br (-3.165, 1.708, -7.239)
Br (0.174, -7.821, -0.193)
Br (7.049, -4.167, 5.377)
Br (8.153, 8.186, 0.166)
Br (1.284, -2.640, 6.694)
Br (2.461, -3.659, -9.913)
Br (0.517, -10.941, -2.671)
Br (-4.489, 4.328, -5.910)
Br (4.868, -6.425, 4.648)
Br (1.527, -9.033, 2.469)
Br (2.830, -2.894, -6.805)
Br (0.371, -4.763, -7.723)
F (-0.099, 0.524, 0.618)
O (0.669, -3.347, 3.265)
C (3.599, 3.427, 2.757)
C (2.210, -4.233, -8.072)
C (1.802, -7.973, 0.861)
C (-4.801, 2.528, -6.579)
C (2.968, -1.668, 6.750)
C (0.331, 0.595, -9.680)
C (6.224, -5.844, 5.916)
C (-3.191, 0.911, -1.300)
C (-8.875, 9.586, 1.114)
C (-0.173, -4.575, 3.142)
C (-0.873, 6.498, 5.907)
C (-1.790, -4.208, 3.308)
C (0.613, 5.019, -3.743)
C (7.214, 6.743, 1.071)
C (-2.513, -4.512, 1.856)
C (0.646, -2.655, 1.959)
C (-4.859, 7.378, -2.752)
C (0.038, -11.958, -1.084)
H (4.544, 3.385, 3.310)
H (0.133, 0.166, 3.811)
H (0.063, -5.388, 3.950)
H (-3.537, -5.031, 2.097)
H (7.013, -6.604, 5.911)
H (-5.481, 2.618, -7.432)
H (3.569, -2.114, 7.550)
H (6.294, 6.557, 0.507)
H (0.091, -5.035, 2.093)
H (-2.246, 0.869, -0.748)
H (-0.010, 7.121, 5.651)
H (-0.389, -2.746, 1.389)
H (-0.035, -11.245, -0.257)
H (2.832, -5.123, -7.926)
H (2.533, -8.509, 0.246)
H (-1.814, -3.027, 3.468)
H (-9.294, 8.575, 1.133)
H (-2.300, -4.751, 4.212)
H (1.373, 4.588, -4.403)
H (-5.778, 7.192, -3.316)
H (1.481, -3.088, 1.255)
H (-1.885, -5.255, 1.193)
H (2.687, -0.046, 2.195)
H (-2.690, -3.532, 1.208)
H (-0.181, 0.367, -10.621)

Atomic partial charges in e from the Mulliken method, atoms 1 to 8: number 1, In, carries 0.82; number 2, Br, carries -0.03; number 3, Br, carries -0.04; number 4, Br, carries -0.01; number 5, Br, carries 0.00; number 6, Br, carries -0.05; number 7, Br, carries -0.03; number 8, Br, carries -0.05

---

Number 1: E_tot -2123.2071 a.u.. Number 2: E_tot -5505.3771 a.u.. Number 3: E_tot -2333.0544 a.u.. Number 4: E_tot -109174.4172 a.u..